{
  "formula": "C54H42CaCl2GeN8O4S",
  "method": "ωB97M-V/def2-TZVPD",
  "species": ["Ge", "Ca", "Cl", "Cl", "S", "O", "O", "O", "O", "N", "N", "N", "N", "N", "N", "N", "N", "C", "C", "C", "C", "C", "C", "C", "C", "C", "C", "C", "C", "C", "C", "C", "C", "C", "C", "C", "C", "C", "C", "C", "C", "C", "C", "C", "C", "C", "C", "C", "C", "C", "C", "C", "C", "C", "C", "C", "C", "C", "C", "C", "C", "C", "C", "C", "C", "C", "C", "C", "C", "C", "C", "H", "H", "H", "H", "H", "H", "H", "H", "H", "H", "H", "H", "H", "H", "H", "H", "H", "H", "H", "H", "H", "H", "H", "H", "H", "H", "H", "H", "H", "H", "H", "H", "H", "H", "H", "H", "H", "H", "H", "H", "H", "H"],
  "coordinates": [[-0.84, -1.55, -2.77], [0.18, 0.70, -0.42], [-2.06, -4.83, 3.74], [0.88, -5.73, 2.86], [-0.89, 2.05, -2.95], [3.34, -2.15, 0.62], [0.09, 5.46, 5.84], [-2.78, -0.12, 2.87], [1.00, 2.86, -0.87], [-1.32, -0.49, 1.08], [1.40, 1.36, 1.84], [-1.87, 2.17, 0.45], [1.15, 3.51, -2.00], [2.23, 0.06, -1.90], [0.72, 4.04, 4.20], [1.17, -1.42, 0.12], [0.45, 3.31, 6.44], [-1.22, -5.76, -0.61], [4.54, -0.82, -3.14], [0.51, -0.86, 5.81], [3.75, 0.16, -3.73], [0.98, -3.36, 1.58], [1.27, 1.11, 6.98], [-3.16, -0.71, -4.37], [-2.74, 1.42, 1.13], [0.25, -1.57, -4.39], [0.93, 2.46, 2.41], [-3.60, 3.76, 0.01], [2.37, 5.16, -3.21], [-0.96, -3.31, -1.94], [-1.53, -2.57, 2.36], [-2.64, -0.84, -3.09], [1.96, -2.61, -5.77], [1.37, 2.93, 3.64], [0.50, -2.13, 1.12], [0.40, 4.32, 5.51], [-0.47, 1.30, 5.35], [0.16, -4.03, -1.54], [0.32, 3.25, -3.06], [2.35, 0.66, 2.48], [-0.79, -1.70, 1.55], [-2.22, -3.84, -1.65], [-0.40, -0.06, 5.12], [0.40, 1.90, 6.25], [-4.66, 0.16, -2.20], [1.95, -1.52, -6.62], [-1.05, -3.81, 2.76], [4.15, -1.35, -1.92], [0.22, -4.20, 2.38], [-3.40, -0.40, -2.00], [0.62, -2.33, 5.51], [-4.51, 2.98, 0.72], [-2.30, 3.32, -0.09], [2.61, 0.58, -3.07], [0.04, -5.25, -0.89], [-2.35, -5.06, -0.98], [0.54, 4.01, -4.23], [0.26, -0.47, -5.26], [1.32, -0.26, 6.77], [1.11, -2.63, -4.66], [-5.17, 0.27, -3.49], [-4.07, 1.80, 1.30], [1.54, 4.94, -4.31], [-4.42, -0.17, -4.57], [2.90, 1.11, 3.67], [2.97, -0.89, -1.34], [1.09, -0.45, -6.37], [2.49, -1.55, -0.06], [2.42, 2.27, 4.25], [2.14, 4.43, -2.07], [-2.25, 0.14, 1.78], [-0.37, 0.38, -5.05], [4.72, -2.11, -1.41], [1.30, -2.83, 6.19], [-5.54, 3.29, 0.82], [1.15, -3.61, -1.69], [-3.12, -3.30, -1.92], [2.62, -3.45, -5.96], [3.17, 5.88, -3.22], [0.14, 2.98, 1.88], [-0.36, -2.82, 5.57], [4.00, 0.59, -4.69], [-3.00, -0.47, -1.00], [3.68, 0.53, 4.14], [1.96, 1.33, -3.49], [-1.55, 3.88, -0.64], [-6.15, 0.70, -3.65], [-3.33, -5.44, -0.75], [2.82, 2.63, 5.19], [2.61, -1.49, -7.48], [-1.20, 1.90, 4.81], [1.08, 0.41, -7.03], [-2.58, -1.04, -5.23], [-5.23, 0.51, -1.35], [0.93, -5.78, -0.57], [-4.71, 1.16, 1.89], [-3.90, 4.69, -0.45], [-0.11, 3.81, -5.07], [0.98, -2.49, 4.49], [1.96, -3.69, 1.28], [5.44, -1.17, -3.63], [2.71, 4.50, -1.16], [-1.09, -0.50, 4.40], [2.68, -0.26, 2.02], [-1.31, -6.70, -0.07], [1.95, 1.58, 7.69], [2.02, -0.87, 7.33], [-2.52, -2.27, 2.68], [-4.82, -0.08, -5.58], [0.47, 4.81, 3.59], [0.34, 3.67, 7.37], [1.12, -3.51, -4.02], [1.69, 5.50, -5.23]],
  "mulliken_charge": [0.8555, 1.8078, -0.2882, -0.2870, -0.1602, -0.8142, -0.7367, -0.8146, -0.4134, 0.8132, 0.7775, 0.9913, 0.2247, 0.7529, -0.0562, 2.0654, -0.1287, -0.5484, -0.7393, 0.4287, -0.9348, -0.0654, -0.2749, -0.2021, -0.4782, 0.1028, -1.0297, -1.0438, -0.7898, 0.3094, -0.2185, 0.1574, -0.7404, -0.0098, -1.0971, 0.2117, -0.2889, 0.0422, -0.0423, -0.3654, -1.1701, -0.2746, -0.0764, -0.1144, -0.6411, -0.5377, 0.0619, -1.0701, -0.1554, 0.0542, -0.9182, -0.4606, -0.4674, -0.1804, -0.7587, -0.8350, -0.7842, -0.0222, -0.9557, -0.1392, -0.5700, -0.9966, -0.3392, -0.7461, -1.4004, -0.0424, -0.8173, -0.5004, -0.1163, -0.2712, 0.4794, 0.4782, 0.5103, 0.3448, 0.4219, 0.0060, 0.3179, 0.4160, 0.4212, 0.4695, 0.3074, 0.4925, 0.3453, 0.4913, 0.1988, 0.3503, 0.3724, 0.3971, 0.5218, 0.3794, 0.6308, 0.3822, 0.3536, 0.4391, 0.3832, 0.5720, 0.4613, 0.4831, -0.0447, 0.7080, 0.3885, 0.4411, 0.5480, 0.4617, 0.3581, 0.3919, 0.3195, 0.6214, 0.3894, 0.2606, 0.2556, 0.3779, 0.3693],
  "charge": -1,
  "multiplicity": 2,
  "homo_lumo_gap_ev": [6.554, 6.070],
  "e_tot_ha": -6895.39569,
  "homo_energy_ev": [-4.36, -4.68],
  "lumo_energy_ev": [2.19, 1.39]
}